{"formula": "C24H36O18", "method": "ωB97M-V/def2-TZVPD", "symbols": ["C", "C", "C", "O", "C", "O", "O", "H", "H", "H", "H", "H", "H", "C", "C", "C", "O", "C", "O", "O", "H", "H", "H", "H", "H", "H", "C", "C", "C", "O", "C", "O", "O", "H", "H", "H", "H", "H", "H", "C", "C", "C", "O", "C", "O", "O", "H", "H", "H", "H", "H", "H", "C", "C", "C", "O", "C", "O", "O", "H", "H", "H", "H", "H", "H", "C", "C", "C", "O", "C", "O", "O", "H", "H", "H", "H", "H", "H"], "positions_angstrom": [[-7.14905, -6.85671, 26.99434], [-8.22055, -7.02900, 25.94264], [-9.45887, -6.20489, 26.28625], [-9.70179, -5.48336, 25.15027], [-8.68712, -5.43410, 24.47466], [-8.50405, -4.76434, 23.48317], [-7.74700, -6.33616, 24.82347], [-7.64217, -7.05508, 27.94597], [-6.81769, -5.82330, 27.09614], [-6.41378, -7.63891, 26.80554], [-8.42273, -8.05582, 25.63790], [-9.08765, -5.43029, 26.95729], [-10.32252, -6.71432, 26.71366], [-11.60833, -0.68473, 20.48330], [-12.53137, -0.07347, 19.51072], [-11.90839, 0.89556, 18.49606], [-12.74025, 0.55067, 17.46454], [-13.48370, -0.50246, 17.62498], [-14.26228, -1.01836, 16.81813], [-13.16709, -1.02713, 18.73023], [-12.18847, -1.36178, 21.11032], [-11.23861, 0.09055, 21.15438], [-10.91619, -1.21049, 19.82556], [-13.33988, 0.38844, 20.07734], [-10.83701, 0.91825, 18.29674], [-12.34187, 1.88145, 18.66405], [-3.98814, -3.50969, 22.00051], [-4.57047, -2.48773, 21.10004], [-4.85108, -1.12461, 21.62490], [-4.24294, -0.30301, 20.64159], [-3.66638, -1.10671, 19.70608], [-3.24592, -0.65636, 18.63276], [-3.60800, -2.29618, 20.12194], [-3.84743, -4.48318, 21.53078], [-4.71165, -3.50739, 22.81576], [-3.04407, -3.19286, 22.44372], [-5.41038, -2.93600, 20.56928], [-4.42451, -0.86965, 22.59502], [-5.92266, -1.02693, 21.79890], [-12.35539, -0.12146, 27.44421], [-12.29224, 0.58074, 26.09912], [-13.53849, 0.32319, 25.24058], [-13.60765, 1.57457, 24.60818], [-13.01727, 2.54317, 25.31647], [-12.86131, 3.74750, 25.05245], [-12.39804, 1.92316, 26.30014], [-13.26926, -0.14210, 28.03795], [-11.60147, 0.12841, 28.19072], [-12.14672, -1.17357, 27.25023], [-11.37793, 0.42660, 25.52607], [-14.53162, 0.41380, 25.68054], [-13.60275, -0.58095, 24.63518], [-9.03071, -8.08624, 33.00067], [-8.18998, -8.62175, 34.19850], [-6.63305, -8.65653, 33.98909], [-6.22250, -8.12592, 35.24602], [-7.21693, -7.61149, 35.93925], [-7.11322, -7.08472, 37.04258], [-8.30229, -7.67417, 35.23487], [-10.03694, -7.75448, 33.25670], [-9.08544, -8.67170, 32.08288], [-8.40684, -7.28353, 32.60756], [-8.66188, -9.56669, 34.46772], [-6.33777, -7.88502, 33.27799], [-6.37890, -9.67159, 33.68382], [-8.72223, -16.64104, 25.31175], [-8.97700, -15.19881, 24.87676], [-8.68686, -14.18048, 25.88732], [-7.88825, -13.13232, 25.23417], [-7.45843, -13.58342, 24.12401], [-6.78507, -13.01103, 23.29922], [-8.04343, -14.83711, 23.88101], [-9.23347, -17.06490, 26.17609], [-7.70899, -16.56963, 25.70716], [-8.81317, -17.35467, 24.49287], [-10.00747, -14.97017, 24.60481], [-8.09284, -14.52768, 26.73272], [-9.63293, -13.80566, 26.27789]], "spin_multiplicity": 1, "smiles": "C[C@H]1COC(=O)O1.C[C@H]1COC(=O)O1.C[C@H]1COC(=O)O1.C[C@H]1COC(=O)O1.C[C@H]1COC(=O)O1.C[C@H]1COC(=O)O1", "gap_ev": 10.107, "e_tot_ev": -62322.797, "de_lowest_ev": 6.531}

{"formula": "C19H28ClFN7O4S", "method": "ωB97M-V/def2-TZVPD", "symbols": ["C", "C", "N", "C", "C", "N", "C", "N", "F", "N", "C", "C", "C", "C", "S", "C", "N", "N", "C", "O", "C", "C", "O", "Cl", "C", "C", "C", "N", "C", "O", "C", "C", "O", "H", "H", "H", "H", "H", "H", "H", "H", "H", "H", "H", "H", "H", "H", "H", "H", "H", "H", "H", "H", "H", "H", "H", "H", "H", "H", "H", "H"], "positions_angstrom": [[1.25779, -4.49722, 0.13420], [-0.38008, -4.39875, 0.13449], [-0.91900, -2.96599, 0.10279], [-0.99787, -2.36359, 1.48952], [-1.68966, -0.83978, 1.49721], [-1.17572, 0.06273, 0.40752], [-2.14295, 0.96290, -0.31924], [-3.38102, 0.77763, -0.87395], [-3.97619, -0.43616, -0.80394], [-1.55316, 2.34170, -0.51186], [-1.47650, 2.70259, -1.97813], [-0.20899, 2.24472, 0.24197], [0.95508, 3.33180, -0.12523], [1.85474, 3.00013, -1.45088], [3.71365, 2.89711, -1.12487], [4.43271, 1.30940, -1.86612], [5.79565, 1.08341, -2.53715], [5.94108, -0.26517, -2.92807], [4.72168, -1.09435, -2.58018], [3.87463, -0.04908, -1.97154], [-0.71034, 2.82833, 1.72947], [-1.79192, 4.07271, 1.53499], [-1.38214, 5.34723, 1.28710], [-3.65055, 3.85209, 1.68610], [0.22683, 0.66558, 0.58376], [1.00515, 0.43133, 2.02723], [2.37725, 1.30909, 2.20617], [1.26262, 0.01474, -0.35822], [0.65263, -0.57468, -1.43207], [0.09651, -0.95126, -2.60228], [-2.27708, -3.09659, -0.55818], [-3.63817, -3.71047, 0.12912], [-2.33823, -2.70252, -1.86139], [1.54545, -5.59614, -0.21813], [1.76133, -3.75516, -0.62067], [1.61066, -4.38853, 1.24424], [-0.73859, -4.88393, -0.89551], [-0.90286, -5.06553, 0.97308], [-0.00120, -2.41663, 2.10002], [-1.77771, -3.03676, 2.09318], [-1.58798, -0.38881, 2.59825], [-2.85877, -1.06493, 1.39728], [-3.93369, 1.53406, -1.37994], [-0.82121, 1.85068, -2.49802], [-0.87510, 3.70999, -2.19595], [-2.50405, 2.70237, -2.53854], [0.38902, 4.35737, -0.35678], [1.69896, 3.58595, 0.75300], [1.49108, 2.03082, -2.04438], [1.72598, 3.89017, -2.23639], [4.48119, -2.22997, -2.77557], [-1.28146, 2.00284, 2.35231], [0.20240, 3.29992, 2.32872], [0.33029, 0.56709, 2.96978], [1.34933, -0.71186, 2.01085], [3.04139, 0.78571, 3.03307], [2.18523, 2.41296, 2.61690], [2.96377, 1.32634, 1.19046], [-3.48554, -4.09211, 1.24316], [-4.58579, -3.02075, 0.04071], [-3.90057, -4.69475, -0.49346]], "spin_multiplicity": 1, "smiles": "CCN(CCN1C(NF)=[N+](C)[C@@](CCSc2nnco2)(CC(=O)Cl)[C@]1(CC)N=C=O)C(C)=O", "gap_ev": 6.913, "total_charge": 1, "e_tot_ev": -64826.662, "de_lowest_ev": 16.333}